# 1
The following is a DFT calculation (ωB97M-V with the def2-TZVPD basis set) of C45H41N2OP3V as an isolated structure at a distorted geometry.

The geometry in ORCA input format:
```
! RIJCOSX wB97M-V def2-TZVPD def2/J DEFGRID3
* xyz 2 2
V -1.049 -0.345 -0.798
C 1.409 2.997 -2.516
N 0.733 1.897 -1.767
P 1.205 0.197 -1.836
C 2.850 0.301 -0.932
C 3.049 1.341 -0.018
C 4.300 1.556 0.529
C 5.326 0.603 0.414
C 5.037 -0.559 -0.305
C 3.866 -0.624 -1.112
C 1.648 -0.115 -3.618
C 0.764 -0.814 -4.457
C 1.065 -0.954 -5.831
C 2.259 -0.417 -6.369
C 3.144 0.237 -5.542
C 2.812 0.380 -4.170
P -0.854 1.989 -1.030
C -0.751 2.774 0.562
C -1.463 2.163 1.609
C -1.554 2.847 2.838
C -0.814 4.049 3.078
C -0.076 4.595 2.038
C -0.026 3.961 0.772
C -2.055 2.816 -2.108
C -2.822 3.883 -1.655
C -3.542 4.613 -2.570
C -3.530 4.273 -3.944
C -2.787 3.202 -4.386
C -2.038 2.467 -3.459
H 2.494 2.826 -2.397
H 1.155 3.948 -2.021
H 1.144 3.098 -3.590
H 2.197 1.986 0.188
H 4.538 2.463 1.054
H 6.346 0.803 0.813
H 5.743 -1.382 -0.429
H 3.702 -1.360 -1.940
H -0.219 -1.089 -4.029
H 0.332 -1.464 -6.481
H 2.486 -0.525 -7.418
H 4.177 0.475 -5.887
H 3.560 0.867 -3.573
H -2.024 1.224 1.500
H -2.123 2.367 3.644
H -0.983 4.577 4.013
H 0.424 5.594 2.101
H 0.539 4.376 -0.058
H -2.893 4.039 -0.552
H -4.228 5.390 -2.233
H -4.122 4.881 -4.615
H -2.777 2.896 -5.418
H -1.596 1.510 -3.860
C -3.039 -1.506 -2.842
C -2.807 -0.523 -1.668
O -3.737 0.020 -1.059
H -3.133 -2.555 -2.556
H -2.283 -1.391 -3.606
H -3.985 -1.235 -3.276
N -0.731 -0.978 0.880
P -0.484 -2.015 2.039
C -1.916 -2.034 3.144
C -2.975 -2.916 3.265
C -4.031 -2.718 4.182
C -4.060 -1.565 4.960
C -3.005 -0.665 4.823
C -1.967 -0.882 3.914
C 0.920 -1.711 3.157
C 2.067 -1.147 2.601
C 3.083 -0.612 3.352
C 2.896 -0.527 4.798
C 1.772 -1.181 5.338
C 0.764 -1.764 4.585
C -0.070 -3.663 1.501
C -0.497 -4.783 2.239
C -0.586 -5.996 1.624
C -0.239 -6.101 0.257
C 0.235 -5.045 -0.449
C 0.296 -3.753 0.151
H -2.962 -3.741 2.568
H -4.903 -3.360 4.247
H -4.843 -1.364 5.646
H -2.993 0.190 5.461
H -1.172 -0.090 3.903
H 2.123 -0.932 1.515
H 3.889 -0.054 2.865
H 3.684 -0.059 5.398
H 1.609 -1.164 6.415
H -0.129 -2.295 5.060
H -0.750 -4.650 3.318
H -1.027 -6.907 2.095
H -0.171 -7.108 -0.146
H 0.593 -5.178 -1.464
H 0.586 -2.858 -0.464
*
```

<S²>: 0.8028
Gap between HOMO and LUMO (spin up / spin down): 6.19 / 6.61 eV
Relative energy (zero: lowest compared OMol25 entry of this formula, charge and spin): 105.7 kJ/mol

Results of the Mulliken charge analysis, in e, for atoms 1 through 6:
1. V -0.17
2. C -0.95
3. N 0.27
4. P 1.70
5. C 0.44
6. C -0.28

---

# 2
The following is a DFT calculation (ωB97M-V with the def2-TZVPD basis set) of one molecule with the formula C4H6O2.

The geometry in ORCA input format:
```
! RIJCOSX wB97M-V def2-TZVPD def2/J DEFGRID3
* xyz 0 1
C -1.293 0.643 0.389
C -0.687 -0.620 -0.177
O -0.120 -0.541 -1.475
C 0.762 -0.790 -0.393
C 1.684 0.310 0.019
O 2.567 0.130 0.824
H -1.027 0.778 1.442
H -0.944 1.511 -0.177
H -2.384 0.606 0.315
H -1.242 -1.540 0.014
H 1.193 -1.790 -0.346
H 1.492 1.303 -0.436
*
```

Gap between HOMO and LUMO: 10.98 eV
SMILES: C[C@H]1O[C@H]1C=O
Relative energy (zero: lowest compared OMol25 entry of this formula, charge and spin): 179.2 kJ/mol

Results of the Mulliken charge analysis, in e, for atoms 1 through 6:
1. C -1.26
2. C 0.10
3. O -0.45
4. C 0.17
5. C -0.22
6. O -0.47

---

# 3
The following is a DFT calculation (ωB97M-V with the def2-TZVPD basis set) of C3H3Br2ClO as an isolated structure at a distorted geometry.

The geometry in ORCA input format:
```
! RIJCOSX wB97M-V def2-TZVPD def2/J DEFGRID3
* xyz 0 1
C -0.988 0.107 1.185
C 1.270 -0.066 -0.355
C -0.214 -0.102 -0.697
O -0.238 0.485 2.034
Cl -2.638 -0.076 1.171
Br -1.080 -1.687 -1.346
Br -0.875 1.565 -1.471
H 1.285 0.628 0.667
H 1.927 0.287 -1.147
H 1.552 -1.142 -0.042
*
```

Gap between HOMO and LUMO: 9.62 eV
Relative energy (zero: lowest compared OMol25 entry of this formula, charge and spin): 187.3 kJ/mol

Results of the Mulliken charge analysis, in e, for atoms 1 through 6:
1. C 0.55
2. C -0.80
3. C -0.08
4. O -0.43
5. Cl -0.07
6. Br -0.03

---

# 4
The following is a DFT calculation (ωB97M-V with the def2-TZVPD basis set) of C20H47Ba2N3O12Sr2 as an isolated structure at a distorted geometry.

The geometry in ORCA input format:
```
! RIJCOSX wB97M-V def2-TZVPD def2/J DEFGRID3
* xyz 6 1
Sr -3.155 -3.477 -3.403
Sr -2.060 2.740 -3.443
Ba -0.185 -0.868 -5.635
Ba -4.090 -0.410 0.095
O -2.160 -4.717 0.782
C -2.711 -4.263 -0.345
O -2.999 -3.108 -0.584
O -2.593 -5.030 -1.331
H -1.921 -5.509 0.294
O -1.585 -0.573 -1.211
C -1.338 -0.693 -2.532
O -1.338 0.330 -3.266
O -1.157 -1.784 -3.053
H -1.112 -1.351 -0.908
C -5.699 -0.566 3.312
O -4.450 -0.850 2.802
C -3.615 -1.471 3.772
C -2.419 -2.155 3.123
N -1.898 -1.324 1.951
C -1.313 -0.094 2.493
C -0.318 0.667 1.705
O 1.068 -0.005 1.720
C 2.123 0.861 1.968
H -5.558 -0.048 4.261
H -6.328 -1.457 3.308
H -6.242 0.223 2.794
H -4.001 -2.219 4.465
H -3.194 -0.671 4.380
H -2.767 -3.057 2.619
H -1.705 -2.320 3.931
H -1.127 -1.890 1.626
H -0.685 -0.273 3.366
H -2.112 0.575 2.813
H -0.199 1.708 2.005
H -0.640 0.705 0.665
H 3.017 0.266 2.155
H 1.700 1.388 2.823
H 2.279 1.404 1.035
C -2.470 5.612 -5.259
O -2.711 5.142 -3.934
C -2.605 6.207 -3.026
C -2.928 5.768 -1.587
N -2.102 4.646 -1.255
C -0.792 5.011 -0.791
C 0.165 3.786 -0.735
O 0.092 2.919 -1.883
C 1.239 2.014 -1.791
H -3.230 6.089 -5.878
H -2.072 4.944 -6.023
H -1.729 6.405 -5.359
H -3.432 6.838 -3.350
H -1.646 6.725 -3.013
H -3.977 5.472 -1.619
H -2.872 6.455 -0.744
H -2.541 4.105 -0.524
H -0.799 5.405 0.226
H -0.502 5.855 -1.417
H -0.007 3.276 0.212
H 1.184 4.174 -0.707
H 1.205 1.404 -2.694
H 1.151 1.440 -0.869
H 2.193 2.539 -1.753
C 1.889 -4.153 -2.376
O 2.732 -3.217 -1.790
C 2.161 -2.731 -0.578
C 3.012 -2.145 0.426
N 3.948 -3.178 0.902
C 4.667 -2.608 2.049
C 5.739 -3.605 2.621
O 6.669 -3.650 1.577
C 7.696 -2.757 1.661
H 1.090 -4.620 -1.802
H 2.517 -4.913 -2.842
H 1.418 -3.664 -3.230
H 1.622 -3.580 -0.158
H 1.386 -2.058 -0.945
H 2.266 -1.938 1.193
H 3.582 -1.288 0.069
H 4.647 -3.411 0.212
H 3.945 -2.433 2.846
H 5.109 -1.612 2.031
H 5.259 -4.549 2.878
H 6.245 -3.305 3.539
H 8.381 -2.964 2.483
H 7.388 -1.712 1.694
H 8.307 -2.824 0.761
*
```

Gap between HOMO and LUMO: 1.35 eV

Results of the Mulliken charge analysis, in e, for atoms 1 through 6:
1. Sr 1.76
2. Sr 1.73
3. Ba 1.71
4. Ba 1.77
5. O -0.36
6. C 0.79